41
Properties=species:S:1:pos:R:3:forces:R:3 method="wB97M-V/def2-TZVPD" max_force_ev_per_a=0.6 total_energy_ha=-1315.7566 lumo_energy_ev=4.60 total_charge=-2
Sn 0.4471 -0.5730 -2.6835 -0.056 0.065 -0.021
C 2.6690 -0.5566 0.0487 0.174 -0.237 -0.073
C 3.0868 -2.0516 -0.0695 -0.090 0.134 -0.077
N 2.2417 -2.8773 -0.9018 0.342 0.046 0.199
C 1.3374 -3.8414 -0.3465 0.026 -0.112 0.033
C -0.1430 -3.6494 -0.7238 0.001 0.135 0.001
N -0.6137 -2.2992 -0.6314 -0.231 -0.519 -0.079
C -0.7921 -1.6667 0.6420 0.224 0.207 -0.043
C 0.5389 -1.1185 1.2003 0.103 0.100 -0.188
N 1.2576 -0.4061 0.1608 -0.595 -0.140 0.202
H 2.9806 -0.0245 -0.8541 0.007 -0.007 -0.001
H 3.2525 -0.1263 0.8878 0.009 -0.033 0.017
H 3.1134 -2.4947 0.9327 0.000 0.010 -0.020
H 4.1235 -2.0740 -0.4273 0.003 0.016 0.000
H 2.5130 -2.9879 -1.8602 -0.073 0.058 -0.022
H 1.4377 -3.8080 0.7410 0.008 0.004 0.005
H 1.6077 -4.8704 -0.6368 -0.014 -0.019 0.025
H -0.7225 -4.3711 -0.1105 -0.008 -0.001 -0.007
H -0.2663 -3.9446 -1.7704 -0.037 -0.024 0.011
H -1.3254 -2.0742 -1.3294 0.130 0.285 -0.082
H -1.2737 -2.3248 1.3878 0.036 0.028 0.070
H -1.4327 -0.7976 0.4808 -0.097 -0.081 -0.017
H 1.1514 -1.9397 1.5766 0.031 0.037 -0.025
H 0.3236 -0.4811 2.0700 -0.043 0.021 -0.003
H 0.8460 0.5064 -0.0262 0.238 0.048 0.097
O -3.2149 6.2472 0.2872 0.001 0.015 0.009
C -3.2223 5.3663 1.1675 -0.008 -0.031 -0.021
O -3.8257 5.3452 2.2643 0.011 0.011 0.003
C -2.3607 4.1109 0.8713 -0.012 0.040 0.013
C -2.2984 3.0728 1.7926 -0.005 -0.023 0.021
C -1.5134 1.9709 1.5109 0.061 -0.005 -0.086
N -0.7972 1.8325 0.3927 0.011 -0.015 0.069
C -0.8487 2.8256 -0.4955 -0.063 -0.038 -0.010
C -1.6170 3.9721 -0.2912 0.036 0.011 -0.029
C -0.0073 2.6979 -1.7674 0.054 0.189 -0.196
O 0.1468 3.7147 -2.4388 -0.022 -0.068 -0.022
O 0.5222 1.5560 -2.0311 -0.005 0.006 0.274
H -2.8664 3.1582 2.7095 0.000 -0.014 0.002
H -1.4479 1.1471 2.2172 -0.012 -0.032 0.033
H -1.6268 4.7555 -1.0341 0.010 -0.006 0.002
O -1.3809 -0.9203 -2.9121 -0.141 -0.060 -0.065